Entry 1:
ORCA calculation (ωB97M-V/def2-TZVPD) on a cluster of 2 separate species, C6H6N in total in a non-equilibrium geometry.

Calculated values
total energy	-7796.0544	eV
HOMO-LUMO gap	8.57	eV
relative energy (zero: lowest compared OMol25 entry of this formula, charge and spin)	355.9	kJ/mol
F_max	5.83	eV Å⁻¹
spin multiplicity	1
net charge	+1

Each line ends with the Mulliken charge.
Element x y z (Å)
C 1.99 -0.99 0.10  -0.438
C 1.10 -0.34 -0.66  0.400
C 2.68 -1.87 0.56  0.144
C -2.01 -0.37 1.46  -0.483
C -1.25 0.17 2.25  -0.221
C -0.53 1.33 -1.65  -0.587
N 0.36 0.39 -1.20  0.120
H 3.26 -2.69 0.80  0.432
H -2.96 -0.79 1.03  0.336
H -0.34 0.44 2.67  0.383
H -0.15 2.29 -1.31  0.325
H -1.56 1.09 -1.22  0.299
H -0.60 1.34 -2.85  0.291

Entry 2:
ORCA calculation (ωB97M-V/def2-TZVPD) on the ion C6H6N with charge +1 in a non-equilibrium geometry.

Calculated values
total energy	-7799.6897	eV
HOMO-LUMO gap	9.03	eV
relative energy (zero: lowest compared OMol25 entry of this formula, charge and spin)	5.1	kJ/mol
F_max	4.27	eV Å⁻¹
spin multiplicity	1
structure (SMILES)	[NH+]#CC1=CC=CC1
net charge	+1

Each line ends with the Mulliken charge.
Element x y z (Å)
N -1.87 1.72 -1.65  -0.091
C -0.96 1.25 -1.14  0.496
C -0.07 0.54 -0.37  -0.372
C -0.79 -0.19 0.57  0.176
C 0.04 -1.04 1.34  -0.644
C 1.30 -0.90 0.90  -0.147
C 1.40 0.00 -0.26  -0.553
H -2.78 2.01 -2.01  0.320
H -1.90 -0.18 0.75  0.359
H -0.34 -1.67 2.19  0.387
H 2.35 -1.43 1.06  0.328
H 1.40 -0.76 -1.10  0.290
H 2.21 0.64 -0.29  0.452

Entry 3:
ORCA calculation (ωB97M-V/def2-TZVPD) on a structure of composition C6H6N in a non-equilibrium geometry.

Calculated values
total energy	-7793.9530	eV
HOMO-LUMO gap	8.61	eV
relative energy (zero: lowest compared OMol25 entry of this formula, charge and spin)	558.6	kJ/mol
F_max	3.41	eV Å⁻¹
spin multiplicity	1
net charge	+1

Each line ends with the Mulliken charge.
Element x y z (Å)
C -3.07 -0.14 0.07  -0.399
C -1.87 -0.82 -0.02  0.742
C -0.95 0.46 -0.36  0.076
C 0.05 -0.15 0.51  0.149
C -2.30 0.96 0.05  -0.648
C -0.67 -1.40 0.06  -0.791
N 1.39 -0.11 -0.05  -0.205
H -4.19 -0.41 0.16  0.332
H -0.56 0.53 -1.41  0.346
H -0.03 0.06 1.60  0.330
H 2.08 -0.26 0.66  0.351
H 1.58 0.78 -0.55  0.345
H 1.49 -0.85 -0.68  0.372

Entry 4:
ORCA calculation (ωB97M-V/def2-TZVPD) on the molecule C6H6N2 in a non-equilibrium geometry.

Calculated values
total energy	-9293.7011	eV
HOMO-LUMO gap	6.98	eV
relative energy (zero: lowest compared OMol25 entry of this formula, charge and spin)	486.6	kJ/mol
F_max	7.95	eV Å⁻¹
spin multiplicity	1
structure (SMILES)	C=c1cnncc1=C

Each line ends with the Mulliken charge.
Element x y z (Å)
C 1.06 1.80 -0.07  -0.819
C 0.19 0.74 0.02  0.526
C -1.21 1.21 0.05  -0.372
N -2.36 0.54 0.31  -0.443
N -2.29 -0.80 -0.06  -0.369
C -1.04 -1.28 -0.19  -0.336
C 0.29 -0.65 0.03  0.685
C 1.33 -1.64 0.13  -0.788
H 2.08 1.30 -0.13  0.185
H 1.14 2.78 -0.31  0.444
H -1.52 2.28 -0.08  0.378
H -0.92 -2.26 -0.68  0.351
H 0.86 -2.66 0.20  0.317
H 2.40 -1.35 0.78  0.240

Entry 5:
ORCA calculation (ωB97M-V/def2-TZVPD) on the molecule C6H6N2 in a non-equilibrium geometry.

Calculated values
total energy	-9294.5661	eV
HOMO-LUMO gap	10.01	eV
relative energy (zero: lowest compared OMol25 entry of this formula, charge and spin)	403.2	kJ/mol
F_max	5.35	eV Å⁻¹
spin multiplicity	1
structure (SMILES)	C1=C[C@H]2C=NN=C2C1

Each line ends with the Mulliken charge.
Element x y z (Å)
C -0.99 0.37 -1.44  -0.368
C -1.39 0.43 -0.15  -0.417
C -0.18 0.17 0.75  0.716
C 0.09 -0.65 2.01  -0.441
N 1.26 -1.29 1.81  -0.392
N 1.86 -0.94 0.54  -0.534
C 0.92 -0.23 -0.02  0.040
C 0.47 0.03 -1.50  -0.368
H -1.44 1.19 -2.34  0.209
H -2.32 0.76 0.26  0.419
H 0.12 1.11 1.12  0.268
H -0.51 -0.98 2.99  0.323
H 0.82 -0.83 -2.08  0.300
H 1.31 0.85 -1.94  0.246

Entry 6:
ORCA calculation (ωB97M-V/def2-TZVPD) on the molecule C6H6N2O in a non-equilibrium geometry.

Calculated values
total energy	-11342.3749	eV
HOMO-LUMO gap	8.29	eV
relative energy (zero: lowest compared OMol25 entry of this formula, charge and spin)	391.4	kJ/mol
F_max	3.67	eV Å⁻¹
spin multiplicity	1
structure (SMILES)	C[C@H]1N=C1/C=N\C=C=O

Each line ends with the Mulliken charge.
Element x y z (Å)
C 0.25 0.80 1.55  -1.486
C -0.31 0.96 0.18  0.241
N 0.54 0.74 -1.06  -0.529
C -0.37 -0.15 -0.79  0.417
C -0.71 -1.44 -1.25  -0.540
N -0.24 -1.92 -2.38  -0.464
C 0.71 -1.31 -3.14  -0.548
C 1.57 -0.32 -2.88  0.850
O 2.39 0.45 -2.94  -0.271
H -0.42 0.43 2.21  0.414
H 0.51 1.76 1.83  0.333
H 0.98 0.12 1.66  0.462
H -0.90 1.77 0.02  0.403
H -1.38 -2.15 -0.81  0.381
H 0.89 -1.63 -4.11  0.337

Entry 7:
ORCA calculation (ωB97M-V/def2-TZVPD) on the molecule C6H6N2O in a non-equilibrium geometry.

Calculated values
total energy	-11344.6920	eV
HOMO-LUMO gap	9.01	eV
relative energy (zero: lowest compared OMol25 entry of this formula, charge and spin)	167.9	kJ/mol
F_max	5.37	eV Å⁻¹
spin multiplicity	1
structure (SMILES)	N#C[C@]1(O)C=CC=CN1

Each line ends with the Mulliken charge.
Element x y z (Å)
N -1.74 -0.66 -2.91  -0.421
C -1.15 -0.70 -1.91  -0.230
C -0.53 -0.56 -0.60  1.288
O -0.94 -1.81 0.13  -0.596
C -1.06 0.55 0.30  -1.297
C -0.20 1.27 1.04  -0.032
C 1.21 1.06 0.97  -0.686
C 1.72 0.13 0.14  -0.199
N 0.95 -0.56 -0.67  -0.212
H -1.27 -1.46 1.00  0.441
H -2.04 0.66 0.47  0.585
H -0.72 1.95 1.73  0.334
H 1.95 1.46 1.59  0.366
H 2.72 -0.12 0.12  0.451
H 1.10 -1.22 -1.40  0.207

Entry 8:
ORCA calculation (ωB97M-V/def2-TZVPD) on the molecule C6H6N2O in a non-equilibrium geometry.

Calculated values
total energy	-11342.4522	eV
HOMO-LUMO gap	8.67	eV
relative energy (zero: lowest compared OMol25 entry of this formula, charge and spin)	384.0	kJ/mol
F_max	4.09	eV Å⁻¹
spin multiplicity	1
structure (SMILES)	N[C@@]12N=C1C=CC=CO2

Each line ends with the Mulliken charge.
Element x y z (Å)
N -1.29 -1.32 -0.97  -0.419
C -1.14 -0.86 0.36  0.891
N -0.95 -1.54 1.60  -0.608
C 0.12 -1.16 1.07  0.073
C 1.37 -0.62 0.70  -0.670
C 1.60 0.59 0.18  0.086
C 0.66 1.53 -0.40  -0.601
C -0.69 1.48 -0.19  -0.021
O -1.54 0.59 0.44  -0.399
H -2.13 -1.46 -1.46  0.158
H -0.45 -1.68 -1.51  0.188
H 2.20 -1.11 1.19  0.329
H 2.62 0.84 0.42  0.309
H 0.97 2.43 -0.85  0.348
H -1.35 2.29 -0.58  0.335

Entry 9:
ORCA calculation (ωB97M-V/def2-TZVPD) on a cluster of 2 separate species, C6H6N2O2 in total in a non-equilibrium geometry.

Calculated values
total energy	-13389.9862	eV
HOMO-LUMO gap	9.19	eV
relative energy (zero: lowest compared OMol25 entry of this formula, charge and spin)	447.7	kJ/mol
F_max	6.77	eV Å⁻¹
spin multiplicity	1
structure (SMILES)	O=c1cc[nH]c(=O)[nH]1.C#C

Each line ends with the Mulliken charge.
Element x y z (Å)
O -1.23 -0.61 -2.65  -0.555
C -0.83 -0.64 -1.52  0.495
C -1.37 -0.22 -0.18  -0.795
C -0.35 -0.18 0.80  -0.104
N 0.91 -0.72 0.83  -0.131
C 1.26 -1.54 -0.25  0.400
O 2.23 -2.27 -0.32  -0.631
N 0.55 -1.26 -1.32  -0.157
H -2.23 0.33 -0.18  0.455
H -0.60 0.34 1.75  0.431
H 1.08 -0.89 1.84  0.289
H 0.56 -1.86 -2.19  0.297
C -0.22 2.92 1.02  -0.369
C 0.18 1.85 0.65  -0.798
H -0.62 3.74 1.42  0.476
H 0.69 1.00 0.28  0.699

Entry 10:
ORCA calculation (ωB97M-V/def2-TZVPD) on a cluster of 2 separate species, C6H6N2O2 in total in a non-equilibrium geometry.

Calculated values
total energy	-13392.0152	eV
HOMO-LUMO gap	10.16	eV
relative energy (zero: lowest compared OMol25 entry of this formula, charge and spin)	252.0	kJ/mol
F_max	4.96	eV Å⁻¹
spin multiplicity	1
structure (SMILES)	O=c1cc[nH]c(=O)[nH]1.C#C

Each line ends with the Mulliken charge.
Element x y z (Å)
O 2.85 -0.25 -0.52  -0.576
C 1.69 0.05 -0.61  0.436
C 1.15 1.41 -0.55  -0.386
C -0.17 1.68 -0.66  -0.126
N -1.11 0.67 -0.80  -0.023
C -0.78 -0.66 -0.91  0.363
O -1.58 -1.54 -1.17  -0.595
N 0.59 -0.88 -0.68  -0.255
H 1.93 2.21 -0.46  0.322
H -0.54 2.74 -0.59  0.326
H -2.08 0.83 -0.82  0.177
H 0.88 -1.85 -0.75  0.273
C -1.08 -0.85 2.56  -0.262
C -0.37 -1.15 1.61  -0.564
H -1.45 -0.59 3.47  0.469
H 0.06 -1.82 0.86  0.423

Entry 11:
ORCA calculation (ωB97M-V/def2-TZVPD) on the molecule C6H6N2O2 in a non-equilibrium geometry.

Calculated values
total energy	-13389.9464	eV
HOMO-LUMO gap	10.32	eV
relative energy (zero: lowest compared OMol25 entry of this formula, charge and spin)	451.6	kJ/mol
F_max	5.07	eV Å⁻¹
spin multiplicity	1
structure (SMILES)	N#C[C@]12CN3[C@H]1[C@@H]3O[C@H]2O

Each line ends with the Mulliken charge.
Element x y z (Å)
N -3.47 0.00 -0.58  -0.498
C -2.34 -0.02 -0.41  -0.048
C -0.99 0.05 -0.24  0.793
C -0.49 -1.33 0.38  -0.740
N 0.50 -0.64 1.27  -0.471
C -0.39 0.60 1.32  -0.648
C 1.03 0.62 0.87  0.283
O 1.21 0.93 -0.52  -0.434
C -0.09 0.94 -1.06  0.240
O -0.01 0.56 -2.38  -0.540
H -1.18 -1.87 0.97  0.391
H 0.08 -2.11 -0.15  0.233
H -1.11 0.82 2.11  0.482
H 1.91 0.84 1.51  0.371
H -0.54 2.01 -1.09  0.244
H 0.81 0.93 -2.82  0.344

Entry 12:
ORCA calculation (ωB97M-V/def2-TZVPD) on the molecule C6H6N2O2S in a non-equilibrium geometry.

Calculated values
total energy	-24224.7201	eV
HOMO-LUMO gap	8.72	eV
relative energy (zero: lowest compared OMol25 entry of this formula, charge and spin)	360.8	kJ/mol
F_max	5.95	eV Å⁻¹
spin multiplicity	1
structure (SMILES)	[H]/N=C(\C[N+](=O)[O-])c1cccs1

Each line ends with the Mulliken charge.
Element x y z (Å)
H 1.20 -2.81 -0.99  0.245
N 0.44 -2.30 -0.60  -0.593
C 0.40 -1.06 -0.59  0.481
C 1.82 -0.02 -0.91  -0.903
N 2.37 0.31 0.30  1.037
O 1.86 1.23 0.86  -0.555
O 3.26 -0.35 0.82  -0.584
C -0.75 -0.40 -0.06  0.421
C -0.82 0.95 0.20  -0.737
C -2.14 1.27 0.58  -0.715
C -2.93 0.19 0.87  -0.288
S -2.19 -1.27 0.33  -0.113
H 1.40 0.80 -1.54  0.356
H 2.56 -0.57 -1.52  0.397
H -0.05 1.56 0.20  0.730
H -2.41 2.23 0.76  0.490
H -4.01 0.23 1.30  0.330

Entry 13:
ORCA calculation (ωB97M-V/def2-TZVPD) on the molecule C6H6N2O2S in a non-equilibrium geometry.

Calculated values
total energy	-24223.9914	eV
HOMO-LUMO gap (spin up / spin down)	5.79 / 6.44	eV
relative energy (zero: lowest compared OMol25 entry of this formula, charge and spin)	0.0	kJ/mol
<S²>	2.025
F_max	4.00	eV Å⁻¹
spin multiplicity	3

Each line ends with the Mulliken charge.
Element x y z (Å)
C -2.32 -0.41 0.07  -0.603
C -1.66 -1.63 -0.01  -0.313
C -1.62 0.79 0.10  -0.876
C -0.28 -1.67 -0.04  -0.906
C -0.23 0.75 0.04  0.427
C 0.41 -0.48 -0.02  0.805
N 0.56 1.87 -0.07  -0.209
N 2.05 1.51 0.01  -0.429
O 2.82 -0.61 -1.20  -0.597
O 2.74 -0.61 1.25  -0.591
S 2.17 -0.20 0.01  1.106
H -3.40 -0.39 0.09  0.363
H -2.23 -2.55 -0.04  0.398
H -2.13 1.73 0.16  0.397
H 0.26 -2.61 -0.09  0.414
H 0.38 2.63 0.57  0.290
H 2.49 1.88 -0.83  0.325

Entry 14:
ORCA calculation (ωB97M-V/def2-TZVPD) on a structure of composition C6H6N2O5Zn in a non-equilibrium geometry.

Calculated values
total energy	-67937.3355	eV
HOMO-LUMO gap	7.39	eV
F_max	8.36	eV Å⁻¹
spin multiplicity	1
net charge	+2

Each line ends with the Mulliken charge.
Element x y z (Å)
Zn 0.04 0.54 -0.31  0.522
O -0.16 -3.67 0.17  -0.078
C 0.09 -2.57 0.02  0.084
C 0.03 1.19 -2.08  0.591
O -0.07 1.66 -3.14  -0.063
C 0.37 1.11 1.57  0.549
O 0.39 1.50 2.65  -0.067
C 2.41 -0.20 -0.40  0.215
O 3.54 -0.38 -0.40  -0.081
C -3.93 0.68 1.88  -0.686
N -4.11 0.27 0.51  -0.209
C -3.10 -0.08 -0.31  0.735
N -3.40 -0.35 -1.62  -0.378
O -1.90 -0.17 0.11  -0.584
H -2.84 0.74 2.10  0.163
H -4.48 -0.01 2.55  0.315
H -4.45 1.65 2.03  0.314
H -5.04 0.27 0.11  0.229
H -2.71 -0.77 -2.23  0.229
H -4.37 -0.46 -1.83  0.201

Entry 15:
ORCA calculation (ωB97M-V/def2-TZVPD) on a structure of composition C6H6N3OP in a non-equilibrium geometry.

Calculated values
total energy	-22117.2616	eV
HOMO-LUMO gap	9.12	eV
relative energy (zero: lowest compared OMol25 entry of this formula, charge and spin)	703.4	kJ/mol
F_max	4.43	eV Å⁻¹
spin multiplicity	1

Each line ends with the Mulliken charge.
Element x y z (Å)
C 2.62 1.33 0.94  0.002
C -2.94 0.99 0.17  -0.229
C 0.76 -2.81 -0.09  -0.110
C 1.54 1.35 0.01  -0.157
C -1.63 0.71 -0.53  0.096
C 0.11 -1.59 -0.64  -0.060
N 2.77 0.59 -0.07  -0.458
N -2.07 1.86 0.27  -0.487
N -0.45 -2.97 -0.23  -0.488
O -0.71 -0.35 1.80  -0.684
P -0.34 -0.14 0.41  0.580
H 2.79 1.85 1.78  0.353
H -3.94 0.63 0.18  0.305
H 1.76 -2.98 0.18  0.308
H 1.23 2.14 -0.78  0.260
H -1.64 0.90 -1.68  0.339
H 0.13 -1.52 -1.71  0.431